Entry from the OMol25 dataset: a molecular structure, C38H50AuGeNO2S2Te (ωB97M-V with the def2-TZVPD basis set).

The charge is +1. As for the frontier orbital gap (spin up / spin down): 8.014 / 5.346 eV. Its spin multiplicity is 4. The LUMO energy (spin up / spin down) comes out at -2.057 / -5.832 eV. As for the expectation value of S²: 3.770. The value obtained for the relative energy (zero: lowest compared OMol25 entry of this formula, charge and spin) is 3.1376 eV. As for the strongest force on any atom: 3.6 eV Å⁻¹.

```
96
Properties=species:S:1:pos:R:3:lowdin_spin:R:1
Au 7.241 -18.417 -6.968 0.249
C 8.693 -11.200 -2.575 0.000
C 9.005 -12.634 -2.873 0.001
C 8.562 -13.008 -4.287 0.008
C 9.102 -14.393 -4.729 0.043
Ge 8.326 -16.237 -4.221 0.058
C 6.400 -16.366 -3.688 -0.004
C 5.279 -16.194 -4.730 0.000
C 5.646 -15.342 -5.919 0.001
C 4.458 -15.241 -6.883 0.000
H 9.139 -10.790 -1.678 0.000
H 7.639 -11.071 -2.323 0.000
H 8.943 -10.539 -3.346 0.000
H 8.576 -13.365 -2.230 0.000
H 10.131 -12.720 -2.938 0.000
H 8.758 -12.338 -5.106 0.001
H 7.484 -13.285 -4.348 0.001
H 10.193 -14.558 -4.470 0.001
H 9.095 -14.519 -5.802 0.004
H 8.898 -16.439 -2.830 0.013
H 6.319 -15.784 -2.749 0.000
H 6.414 -17.475 -3.354 -0.001
H 4.316 -15.887 -4.327 0.000
H 5.024 -17.189 -5.130 0.000
H 6.465 -15.784 -6.482 0.001
H 5.990 -14.347 -5.602 0.000
H 4.139 -16.222 -7.149 0.000
H 4.588 -14.694 -7.794 0.000
H 3.623 -14.716 -6.291 0.000
S 8.975 -17.490 -5.941 0.661
C 5.988 -26.706 -13.632 0.003
C 6.120 -25.400 -12.876 0.017
C 6.020 -25.322 -11.476 -0.002
C 6.110 -24.138 -10.819 0.020
C 6.001 -24.149 -9.271 0.020
C 6.442 -22.950 -11.523 0.045
Te 6.631 -21.251 -10.308 0.536
N 5.753 -19.435 -7.600 0.718
C 4.706 -20.017 -8.031 0.095
O 4.685 -21.052 -8.770 0.217
C 3.521 -19.301 -7.516 0.042
C 2.611 -18.867 -8.499 0.025
C 1.430 -18.210 -8.124 0.001
C 1.182 -18.033 -6.764 0.023
C 2.078 -18.506 -5.766 -0.004
C 3.232 -19.200 -6.140 0.022
C 5.339 -19.893 -11.306 0.025
C 5.635 -18.535 -11.307 0.016
C 4.770 -17.560 -11.754 -0.002
C 3.570 -17.935 -12.314 0.015
C 3.285 -19.290 -12.422 -0.001
C 4.125 -20.263 -11.915 0.013
C 3.564 -21.648 -11.905 0.003
C 6.552 -23.026 -12.925 0.020
C 6.540 -21.793 -13.740 0.010
C 6.448 -24.254 -13.559 0.000
H 6.958 -27.185 -13.925 0.001
H 5.489 -26.559 -14.603 0.001
H 5.460 -27.429 -13.034 0.000
H 5.789 -26.193 -10.961 0.000
H 5.060 -23.574 -8.972 0.003
H 6.926 -23.688 -8.887 0.007
H 5.881 -25.179 -8.942 0.002
H 2.804 -18.948 -9.678 0.001
H 0.502 -17.961 -8.742 0.000
H 0.242 -17.608 -6.570 0.002
H 1.820 -18.253 -4.757 -0.001
H 3.744 -19.658 -5.373 0.000
H 6.605 -18.231 -10.954 0.001
H 5.057 -16.462 -11.690 0.000
H 2.849 -17.152 -12.658 0.001
H 2.390 -19.658 -12.866 0.000
H 2.404 -21.704 -12.006 0.000
H 3.778 -22.227 -11.023 0.002
H 4.053 -22.350 -12.622 0.001
H 7.122 -20.981 -13.265 0.007
H 5.566 -21.374 -13.801 0.001
H 6.878 -21.936 -14.786 0.000
H 6.556 -24.159 -14.632 0.000
C 11.324 -19.579 -11.584 0.000
S 10.272 -19.909 -10.125 0.004
O 8.982 -19.160 -10.383 0.030
C 10.003 -21.675 -10.355 0.013
C 9.701 -22.431 -9.149 0.005
C 9.436 -23.794 -9.263 0.000
C 9.481 -24.423 -10.438 0.003
C 9.809 -23.688 -11.609 -0.001
C 10.030 -22.357 -11.572 0.008
H 10.824 -19.806 -12.474 0.000
H 12.252 -20.201 -11.563 0.000
H 11.591 -18.536 -11.443 0.000
H 9.486 -21.949 -8.233 0.000
H 9.135 -24.266 -8.378 0.000
H 9.172 -25.406 -10.634 0.000
H 9.854 -24.224 -12.551 0.000
H 10.196 -21.820 -12.512 0.000
```

Entry from the OMol25 dataset: 4 unconnected molecules or ions with the total composition C2H12O3S2 (ωB97M-V with the def2-TZVPD basis set).

The charge is 0. Its structure (SMILES) is CCSS.O.O.O. As for the frontier orbital gap: 8.857 eV. The LUMO energy comes out at 0.134 eV. The value obtained for the relative energy (zero: lowest compared OMol25 entry of this formula, charge and spin) is 2.1141 eV. As for the strongest force on any atom: 3.6 eV Å⁻¹.

```
19
Properties=species:S:1:pos:R:3:nbo_charge:R:1
C 0.193 -1.339 -2.422 -0.653
C 0.415 -0.167 -1.515 -0.509
S -0.445 1.438 -2.053 0.051
S 1.126 2.716 -1.480 -0.154
H -0.759 -1.799 -2.117 0.204
H -0.130 -0.921 -3.425 0.226
H 1.004 -2.187 -2.334 0.237
H 0.238 -0.505 -0.426 0.213
H 1.536 0.154 -1.521 0.223
H 0.291 3.638 -0.763 0.163
O 2.048 0.652 2.528 -0.979
H 1.486 0.927 1.765 0.482
H 1.597 0.714 3.451 0.497
O -2.431 0.771 0.468 -0.923
H -3.444 0.758 0.642 0.461
H -2.571 0.563 -0.473 0.461
O -0.005 -1.533 3.416 -0.971
H -0.270 -2.373 3.808 0.482
H 0.121 -1.507 2.451 0.489
```

Entry from the OMol25 dataset: 8 unconnected molecules or ions with the total composition H16S8 (ωB97M-V with the def2-TZVPD basis set).

The charge is 0. Its structure (SMILES) is S.S.S.S.S.S.S.S. As for the frontier orbital gap: 9.518 eV. The LUMO energy comes out at 0.260 eV. The value obtained for the relative energy (zero: lowest compared OMol25 entry of this formula, charge and spin) is 0.0754 eV. As for the strongest force on any atom: 0.8 eV Å⁻¹.

```
24
Properties=species:S:1:pos:R:3:nbo_charge:R:1
S 1.881 -2.553 1.007 -0.299
H 1.063 -1.921 0.158 0.154
H 2.294 -3.428 0.085 0.148
S -2.061 -1.312 -2.967 -0.293
H -2.030 -0.232 -2.180 0.146
H -3.291 -1.759 -2.707 0.147
S -1.681 0.868 2.696 -0.289
H -1.137 0.152 1.711 0.147
H -2.577 1.484 1.926 0.145
S 2.479 -1.506 -2.653 -0.296
H 1.968 -0.287 -2.860 0.147
H 1.924 -2.092 -3.719 0.149
S -1.769 -2.515 1.720 -0.308
H -2.897 -2.652 2.424 0.149
H -1.148 -3.632 2.105 0.155
S 2.307 1.448 2.938 -0.291
H 2.478 0.223 3.451 0.147
H 3.626 1.641 2.815 0.144
S 1.824 2.946 -1.050 -0.290
H 1.899 1.682 -0.616 0.149
H 1.123 3.333 0.019 0.143
S -1.920 2.902 -1.096 -0.299
H -1.526 4.178 -1.142 0.150
H -2.827 3.032 -2.067 0.146
```

Entry from the OMol25 dataset: a single C5H9NO molecule (ωB97M-V with the def2-TZVPD basis set).

The charge is 0. Its structure (SMILES) is CC1=C(NO)CC1. As for the frontier orbital gap: 8.234 eV. The LUMO energy comes out at 0.816 eV. The value obtained for the relative energy (zero: lowest compared OMol25 entry of this formula, charge and spin) is 4.3596 eV. As for the strongest force on any atom: 0.9 eV Å⁻¹.

```
16
Properties=species:S:1:pos:R:3:nbo_charge:R:1
C -1.757 -1.115 0.100 -0.643
C -0.743 -0.060 -0.162 -0.076
C 0.574 -0.021 0.065 0.137
N 1.416 -1.130 0.058 -0.327
O 2.768 -0.790 0.238 -0.572
C 0.615 1.474 0.289 -0.403
C -0.822 1.432 -0.350 -0.388
H -2.428 -1.361 -0.728 0.212
H -2.377 -0.747 0.930 0.216
H -1.270 -2.033 0.451 0.221
H 1.231 -1.617 -0.811 0.356
H 3.297 -1.547 -0.028 0.468
H 0.508 1.705 1.357 0.211
H 1.395 2.113 -0.136 0.201
H -0.762 1.728 -1.405 0.198
H -1.644 1.972 0.131 0.187
```